{
  "formula": "C5H7O3",
  "method": "ωB97M-V/def2-TZVPD",
  "total_charge": 1,
  "orbital_gap_ev": [8.0776, 8.0786],
  "species": ["C", "C", "C", "C", "C", "O", "O", "O", "H", "H", "H", "H", "H", "H", "H"],
  "xyz": [[1.499865, 0.361403, -0.162553], [-0.853597, -0.697031, -1.746097], [0.245862, 0.114221, 0.200693], [-0.538086, -3.024552, 0.193329], [-0.439573, 0.419750, 1.466908], [-1.038901, -3.379882, -0.784282], [-0.716155, -0.637292, -0.492498], [-0.097374, -2.726945, 1.220110], [1.871467, -0.119355, -1.034218], [2.004737, 0.916329, 0.543410], [-0.487747, 0.090645, -2.444735], [-1.618102, -1.369972, -2.125542], [0.103967, 0.789229, 2.327228], [-1.267577, 0.992840, 1.189539], [-0.813895, -0.576029, 1.592360]],
  "atomic_forces_ev_per_a": [[-2.922, -1.849, -1.203], [-1.056, 1.777, 0.302], [1.557, 1.984, 1.316], [-0.217, -1.060, 1.180], [0.500, -0.973, -0.366], [-0.018, 0.078, -0.794], [0.372, -1.148, -3.111], [0.293, 0.172, -0.161], [0.873, 0.111, -0.576], [1.585, 1.058, 0.965], [0.594, -0.672, 0.732], [0.241, -0.415, 0.249], [0.241, 0.023, -0.293], [-1.457, 1.330, 0.202], [-0.589, -0.417, 1.559]]
}